{"formula": "C24H48O18", "method": "the ωB97M-V functional and the def2-TZVPD basis", "elements": ["C", "C", "O", "C", "O", "O", "C", "H", "H", "H", "H", "H", "H", "H", "H", "C", "C", "O", "C", "O", "O", "C", "H", "H", "H", "H", "H", "H", "H", "H", "C", "C", "O", "C", "O", "O", "C", "H", "H", "H", "H", "H", "H", "H", "H", "C", "C", "O", "C", "O", "O", "C", "H", "H", "H", "H", "H", "H", "H", "H", "C", "C", "O", "C", "O", "O", "C", "H", "H", "H", "H", "H", "H", "H", "H", "C", "C", "O", "C", "O", "O", "C", "H", "H", "H", "H", "H", "H", "H", "H"], "positions_angstrom": [[32.006640, 15.192380, -24.213750], [31.785730, 16.310360, -23.329240], [32.701170, 16.453990, -22.339220], [32.480070, 17.389430, -21.342860], [31.623570, 18.241910, -21.374580], [33.425640, 17.234420, -20.367990], [33.383910, 18.195430, -19.256730], [31.421310, 15.322960, -25.123940], [31.724900, 14.247950, -23.748170], [33.061510, 15.112830, -24.476470], [30.773080, 16.224890, -22.935120], [31.689620, 17.176990, -23.983310], [34.118140, 18.014730, -18.471650], [32.359230, 18.138730, -18.889400], [33.492410, 19.210070, -19.639900], [23.802090, 12.822990, -20.667380], [22.925890, 11.549240, -20.490690], [22.253290, 11.417450, -19.225380], [21.688360, 10.300070, -18.733670], [21.634200, 9.192310, -19.267230], [21.229900, 10.539160, -17.576770], [20.579560, 9.534160, -16.807670], [24.220920, 12.783120, -21.672910], [24.614930, 12.815590, -19.941200], [23.278600, 13.777560, -20.613960], [23.542750, 10.651240, -20.525030], [22.269610, 11.386500, -21.345620], [19.620490, 9.238370, -17.232850], [20.523730, 9.626400, -15.723010], [21.175510, 8.621610, -16.793300], [28.709350, 17.705290, -24.159140], [28.042610, 17.186340, -22.803640], [27.178160, 16.078880, -22.977880], [27.626830, 14.848430, -23.085260], [28.809710, 14.491340, -23.213960], [26.583320, 14.028410, -23.186540], [26.660320, 12.732020, -23.822560], [29.674140, 18.179850, -23.980000], [27.992420, 18.430320, -24.544420], [28.766290, 16.873140, -24.860840], [27.459790, 17.932410, -22.263460], [28.817310, 16.949580, -22.074330], [27.339540, 12.016510, -23.359090], [27.020110, 12.862390, -24.843180], [25.746960, 12.141270, -23.892450], [32.573390, 19.786140, -24.596260], [32.559770, 19.040090, -25.941510], [33.774320, 18.393630, -26.084380], [34.201780, 18.150380, -27.319860], [33.588050, 18.374080, -28.363030], [35.396940, 17.653950, -27.179300], [36.141090, 17.222550, -28.278050], [31.600930, 20.220880, -24.365140], [33.364960, 20.533100, -24.655850], [32.713890, 19.145220, -23.725870], [32.401510, 19.809150, -26.697570], [31.761700, 18.330400, -26.159510], [35.474520, 16.807080, -29.033800], [36.793290, 16.381020, -28.044470], [36.693570, 18.044030, -28.734170], [24.021860, 10.655120, -26.715280], [23.297480, 11.987850, -26.900780], [23.795390, 12.821450, -25.830210], [23.423100, 14.136070, -25.781320], [22.551970, 14.689600, -26.516150], [24.049150, 14.686750, -24.740300], [23.774160, 15.977090, -24.262310], [23.664980, 9.945090, -27.461330], [24.010850, 10.366030, -25.664380], [25.070990, 10.738920, -26.998830], [22.210240, 11.975500, -26.824340], [23.516560, 12.409560, -27.881730], [22.824230, 16.024700, -23.729890], [23.850080, 16.652710, -25.114280], [24.536890, 16.368380, -23.589080], [28.167310, 16.858010, -29.415310], [28.135970, 16.212740, -28.067220], [28.496740, 14.904150, -28.243520], [27.571900, 13.929140, -28.349410], [26.431260, 14.017350, -28.647080], [28.272670, 12.807960, -28.129510], [27.783040, 11.511770, -28.273910], [28.101070, 17.932430, -29.244020], [27.312490, 16.520590, -30.001420], [29.109950, 16.582310, -29.888080], [27.230540, 16.344950, -27.474930], [28.875960, 16.751460, -27.475360], [26.848440, 11.306660, -27.751850], [28.406140, 10.778200, -27.762330], [27.689050, 11.129470, -29.290330]], "forces_ev_per_angstrom": [[0.9, -1.1, -0.9], [0.2, -0.2, -0.1], [0.5, -0.2, 0.9], [0.8, 1.9, 2.2], [0.7, -1.4, -0.4], [-0.7, -0.3, -1.6], [-1.5, 0.5, -0.7], [-0.1, -0.1, 0.1], [-0.1, -0.3, 0.1], [0.1, -0.1, -0.1], [-1.4, 0.4, 0.7], [-0.2, 1.3, 0.1], [0.0, -0.7, -0.6], [0.2, 0.0, 0.4], [0.2, -0.1, -0.2], [-0.7, -0.8, 0.5], [0.6, -1.4, -0.2], [-0.4, 1.4, 0.4], [1.1, -2.8, -3.4], [0.4, 1.7, 0.0], [-1.2, 1.9, 3.7], [0.3, -2.4, -0.3], [0.1, -0.2, 0.0], [0.0, 0.1, 0.0], [-0.3, -0.2, 0.2], [0.5, 0.1, -0.2], [-0.6, 0.4, 0.3], [0.0, 0.4, 0.0], [-0.1, 1.7, -0.2], [0.2, -0.2, -0.8], [-1.8, -0.4, 1.4], [1.9, 0.8, -0.2], [-0.3, -0.3, 0.2], [0.0, -1.5, -1.5], [-0.8, 0.9, 0.5], [0.0, 0.1, 0.4], [1.3, -1.0, -0.8], [-0.2, 0.0, 0.0], [0.4, 0.1, -0.4], [0.2, 0.0, 0.0], [-0.2, 0.1, -0.6], [0.2, -0.4, 0.0], [0.4, 0.6, 0.5], [-0.1, 0.2, 0.0], [-0.7, 1.3, 0.4], [-0.5, -0.8, -0.2], [-1.3, 1.4, 0.2], [0.8, -0.3, 0.4], [-1.2, 0.6, -2.3], [1.0, -0.5, 2.0], [1.0, -0.5, 1.2], [-0.1, -0.6, -2.0], [0.0, 0.5, -0.5], [-0.2, 0.0, 0.3], [0.6, -0.2, -0.1], [0.3, -0.1, -0.3], [-0.4, -0.2, 0.6], [-0.2, 0.3, -0.2], [0.1, 0.4, 0.7], [0.1, 0.0, 0.2], [0.1, 0.7, -0.6], [0.2, 0.1, 0.0], [0.2, 1.8, 0.0], [-3.4, 0.8, -2.1], [3.5, -2.0, 2.6], [0.9, -1.4, 0.3], [-0.3, 1.3, -0.8], [-0.5, -0.4, 0.6], [-0.4, -0.5, -0.2], [0.1, 0.4, 0.2], [0.0, -0.4, 0.1], [0.2, 0.3, 0.1], [-0.1, 0.0, -0.4], [-0.7, 0.2, 0.0], [0.3, -1.0, 0.1], [-0.8, 0.6, 0.1], [-0.3, 1.9, 0.0], [0.5, -2.2, 1.0], [1.6, -0.5, -0.3], [-1.2, 0.3, 0.1], [0.9, 0.1, 0.3], [-1.2, -1.7, 0.3], [0.1, 0.1, -0.5], [0.2, 0.1, -0.2], [-0.1, 0.2, -0.1], [-0.5, -0.3, -0.4], [0.6, -0.6, 0.3], [-0.4, 0.7, -0.3], [0.8, 0.6, 0.0], [0.0, 0.6, -0.2]], "e_homo_ev": [-11.779, -11.779], "energy_ev": -62509.1021, "gap_ha": [0.351, 0.072], "charge": 1, "spin_multiplicity": 2, "e_above_lowest_ev": 0.079, "max_force_ev_per_a": 4.8}